A molecular structure, C22H24O4 in a non-equilibrium geometry, computed with the ωB97M-V functional and the def2-TZVPD basis.

Cartesian coordinates (Å):
C (-0.408, -0.512, 2.080)
C (-1.159, -0.234, 3.282)
C (-0.495, -0.205, 4.532)
C (-1.185, 0.047, 5.716)
C (-2.570, 0.293, 5.686)
C (-3.249, 0.268, 4.457)
C (-2.557, 0.008, 3.272)
C (-0.882, -0.488, 0.810)
C (-0.036, -0.675, -0.412)
C (-0.906, -1.029, -1.598)
C (-0.820, -2.255, -2.269)
C (-1.616, -2.507, -3.386)
C (-2.571, -1.566, -3.789)
C (-2.696, -0.355, -3.098)
C (-1.855, -0.084, -2.013)
H (0.649, -0.732, 2.191)
H (0.579, -0.397, 4.566)
H (-0.659, 0.066, 6.676)
H (-3.123, 0.487, 6.611)
H (-4.327, 0.456, 4.424)
H (-3.086, -0.025, 2.321)
H (-1.950, -0.276, 0.674)
H (0.718, -1.449, -0.208)
H (-0.102, -2.992, -1.898)
H (-1.511, -3.464, -3.896)
H (-3.270, -1.818, -4.584)
H (-3.459, 0.376, -3.375)
H (-1.918, 0.875, -1.482)
H (0.522, 0.456, -0.738)
C (1.637, 0.670, -1.034)
C (2.218, 0.146, -2.227)
O (2.974, 0.715, -3.011)
O (1.827, -1.147, -2.464)
C (2.523, -1.655, -3.616)
C (2.028, -3.041, -3.881)
C (2.119, 1.949, -0.612)
O (2.956, 2.703, -1.106)
O (1.493, 2.350, 0.553)
C (2.085, 3.593, 1.009)
C (1.448, 4.029, 2.307)
H (2.330, -1.002, -4.475)
H (3.601, -1.656, -3.408)
H (2.567, -3.466, -4.726)
H (2.188, -3.700, -3.025)
H (0.969, -3.035, -4.143)
H (3.168, 3.441, 1.154)
H (1.922, 4.356, 0.231)
H (1.895, 4.982, 2.612)
H (0.371, 4.190, 2.191)
H (1.623, 3.309, 3.115)

Properties
gap between HOMO and LUMO	6.45	eV
lowest unoccupied orbital energy	-1.677	eV
largest force on an atom	3.778	eV Å⁻¹
spin multiplicity	1
energy relative to the best compared isomer or geometry (same formula, charge and spin)	127.91	kcal per mole

=====

A molecular structure, C22H25AsN4O9PS2V in a non-equilibrium geometry, computed with the ωB97M-V functional and the def2-TZVPD basis.

Cartesian coordinates (Å):
V (-1.026, 0.259, -0.268)
N (-1.729, 3.969, -2.105)
C (-1.538, 3.046, -1.119)
S (-2.818, 1.901, -0.811)
N (-0.400, 3.094, -0.473)
N (-0.366, 2.030, 0.416)
C (-0.354, 2.256, 1.688)
C (-0.239, 3.596, 2.305)
C (-1.153, 4.028, 3.263)
C (-1.045, 5.294, 3.821)
C (-0.019, 6.141, 3.431)
C (0.893, 5.720, 2.471)
C (0.782, 4.461, 1.907)
C (-0.709, 1.073, 2.492)
C (-0.501, 0.966, 3.864)
C (-0.935, -0.167, 4.523)
C (-1.577, -1.170, 3.806)
C (-1.728, -1.008, 2.443)
N (-1.301, 0.078, 1.799)
H (-2.661, 4.074, -2.459)
H (-1.114, 4.765, -2.124)
H (-1.971, 3.381, 3.555)
H (-1.771, 5.619, 4.556)
H (0.066, 7.129, 3.867)
H (1.692, 6.379, 2.155)
H (1.476, 4.136, 1.144)
H (0.005, 1.762, 4.392)
H (-0.773, -0.272, 5.588)
H (-1.941, -2.067, 4.288)
H (-2.189, -1.765, 1.819)
O (0.300, -0.546, -5.121)
As (1.892, -0.513, -4.269)
O (2.783, -1.587, -5.116)
O (1.258, -1.749, -2.692)
C (0.429, -2.707, -3.047)
C (0.929, -3.965, -3.442)
C (0.088, -4.985, -3.832)
C (-1.295, -4.802, -3.862)
C (-1.814, -3.578, -3.490)
C (-0.972, -2.548, -3.078)
S (-1.774, -1.097, -2.493)
O (-2.931, -0.875, -3.309)
O (-2.099, -1.377, -1.047)
O (-0.809, 0.030, -2.420)
H (-0.289, 0.085, -4.683)
H (2.005, -4.079, -3.456)
H (0.512, -5.935, -4.137)
H (-1.951, -5.598, -4.189)
H (-2.882, -3.397, -3.522)
C (0.145, -3.554, 0.088)
O (1.365, -2.805, 0.062)
P (1.285, -1.189, 0.122)
O (2.828, -0.859, -0.116)
C (3.588, -0.718, -1.317)
O (1.308, -0.916, 1.739)
C (2.342, -1.441, 2.564)
H (0.312, -4.463, -0.484)
H (-0.679, -3.000, -0.362)
H (-0.106, -3.809, 1.122)
H (4.614, -0.543, -0.998)
H (3.234, 0.141, -1.884)
H (3.525, -1.611, -1.931)
H (1.969, -1.440, 3.589)
H (3.235, -0.818, 2.500)
H (2.599, -2.461, 2.274)

Properties
gap between HOMO and LUMO (alpha / beta)	6.58 / 6.37	eV
total charge	-1
lowest unoccupied orbital energy (alpha / beta)	1.932 / 1.548	eV
largest force on an atom	1.180	eV Å⁻¹
spin multiplicity	4
energy relative to the best compared isomer or geometry (same formula, charge and spin)	25.59	kcal per mole

=====

A molecular structure, C22H25BClGaIO6 in a non-equilibrium geometry, computed with the ωB97M-V functional and the def2-TZVPD basis.

Cartesian coordinates (Å):
O (4.007, 7.206, 2.756)
C (3.629, 6.124, 3.014)
O (3.830, 5.618, 4.242)
C (2.884, 5.298, 2.013)
C (2.409, 3.954, 2.597)
C (2.066, 2.939, 1.487)
Ga (0.086, 2.482, 1.338)
I (-0.113, 1.130, -0.963)
C (-1.098, 4.128, 1.068)
C (-1.326, 4.977, 2.316)
C (-2.364, 4.463, 3.337)
Cl (-3.427, 3.148, 2.771)
C (-0.549, 1.181, 2.771)
B (-0.284, 1.618, 4.243)
O (0.902, 2.151, 4.726)
O (-1.290, 1.473, 5.191)
H (3.867, 6.383, 4.832)
H (2.021, 5.896, 1.765)
H (3.494, 5.140, 1.144)
H (3.230, 3.553, 3.167)
H (1.586, 4.167, 3.260)
H (2.575, 2.000, 1.662)
H (2.426, 3.314, 0.535)
H (-2.011, 3.848, 0.562)
H (-0.546, 4.748, 0.367)
H (-1.682, 5.955, 2.000)
H (-0.386, 5.169, 2.812)
H (-1.886, 4.186, 4.264)
H (-3.025, 5.274, 3.582)
H (-1.590, 0.911, 2.666)
H (0.013, 0.259, 2.601)
H (1.582, 1.481, 4.849)
H (-1.843, 0.746, 4.883)
C (0.490, -8.162, -5.338)
C (1.313, -7.212, -5.936)
C (1.216, -5.881, -5.571)
C (0.289, -5.489, -4.613)
C (-0.550, -6.438, -4.029)
C (-0.439, -7.776, -4.388)
C (-1.583, -6.034, -3.032)
O (-2.308, -6.867, -2.524)
C (-1.704, -4.594, -2.688)
C (-2.694, -4.189, -1.803)
C (-2.812, -2.851, -1.463)
C (-1.936, -1.911, -1.997)
C (-0.949, -2.308, -2.883)
C (-0.833, -3.646, -3.239)
C (0.210, -4.052, -4.218)
O (0.979, -3.243, -4.694)
H (0.573, -9.204, -5.618)
H (2.031, -7.514, -6.687)
H (1.857, -5.141, -6.029)
H (-1.083, -8.510, -3.924)
H (-3.373, -4.919, -1.385)
H (-3.587, -2.537, -0.777)
H (-2.024, -0.865, -1.723)
H (-0.269, -1.576, -3.297)

Properties
gap between HOMO and LUMO	5.94	eV
total charge	-1
lowest unoccupied orbital energy	0.849	eV
largest force on an atom	3.352	eV Å⁻¹
spin multiplicity	1
energy relative to the best compared isomer or geometry (same formula, charge and spin)	11.87	kcal per mole

=====

A molecular structure, C22H25BrN3O2SV, computed with the ωB97M-V functional and the def2-TZVPD basis.

Cartesian coordinates (Å):
V (1.248, -0.668, -0.071)
O (-1.005, -6.380, -0.257)
C (-0.281, -5.193, -0.128)
C (-0.262, -4.460, 1.078)
C (0.398, -3.273, 1.136)
N (1.055, -2.696, 0.051)
C (1.118, -3.510, -1.056)
Br (2.256, -2.865, -2.447)
C (0.487, -4.708, -1.200)
H (-1.934, -6.156, -0.380)
H (-0.760, -4.843, 1.960)
H (0.433, -2.689, 2.047)
H (0.588, -5.279, -2.112)
O (1.499, -0.414, 1.954)
N (2.318, 0.532, 2.386)
C (2.158, 0.939, 3.665)
C (2.953, 1.907, 4.209)
C (3.946, 2.481, 3.407)
C (4.091, 2.060, 2.112)
C (3.264, 1.062, 1.559)
S (3.387, 0.511, -0.053)
H (1.357, 0.431, 4.179)
H (2.794, 2.212, 5.232)
H (4.590, 3.256, 3.802)
H (4.840, 2.486, 1.459)
C (-0.282, 3.669, 1.374)
C (0.023, 2.663, 0.267)
C (1.047, 3.233, -0.716)
C (-1.198, 2.164, -0.477)
C (-2.313, 2.973, -0.647)
C (-3.424, 2.534, -1.350)
C (-3.411, 1.253, -1.885)
C (-2.320, 0.406, -1.746)
C (-2.403, -0.983, -2.351)
C (-2.364, -2.086, -1.289)
C (-1.353, -1.226, -3.438)
C (-1.171, 0.857, -1.041)
N (-0.067, 0.068, -0.902)
H (0.626, 3.873, 1.948)
H (-1.044, 3.287, 2.057)
H (-0.635, 4.624, 0.976)
H (0.470, 1.784, 0.740)
H (0.638, 4.120, -1.209)
H (1.293, 2.492, -1.476)
H (1.972, 3.516, -0.205)
H (-2.319, 3.968, -0.217)
H (-4.288, 3.175, -1.474)
H (-4.278, 0.892, -2.429)
H (-3.387, -1.038, -2.834)
H (-1.410, -2.086, -0.766)
H (-2.497, -3.067, -1.755)
H (-3.160, -1.943, -0.553)
H (-0.350, -1.182, -3.019)
H (-1.432, -0.472, -4.225)
H (-1.499, -2.212, -3.890)

Properties
gap between HOMO and LUMO (alpha / beta)	4.41 / 6.50	eV
total charge	-1
lowest unoccupied orbital energy (alpha / beta)	2.558 / 2.553	eV
largest force on an atom	0.085	eV Å⁻¹
spin multiplicity	4
energy relative to the best compared isomer or geometry (same formula, charge and spin)	77.58	kcal per mole

=====

A molecular structure, C22H25EuINO in a non-equilibrium geometry, computed with the ωB97M-V functional and the def2-TZVPD basis.

Cartesian coordinates (Å):
C (-1.130, -0.184, 3.880)
C (-1.570, 0.771, 2.911)
C (-2.128, 0.064, 1.808)
H (-1.499, 1.857, 2.996)
C (-2.056, -1.339, 2.093)
C (-1.443, -1.492, 3.387)
H (-2.280, -2.146, 1.387)
C (2.469, 0.290, 3.168)
C (1.645, 1.435, 2.955)
C (1.668, 1.747, 1.560)
H (1.079, 1.976, 3.722)
C (2.486, 0.790, 0.881)
C (3.024, -0.078, 1.893)
H (-2.535, 0.513, 0.896)
H (-1.109, -2.434, 3.833)
H (-0.592, 0.036, 4.805)
H (3.563, -1.001, 1.679)
H (1.109, 2.553, 1.087)
H (2.547, -0.282, 4.101)
Eu (0.516, -0.859, 1.752)
C (2.717, 0.657, -0.617)
C (4.238, 0.691, -0.771)
C (2.059, 1.813, -1.372)
H (4.660, 1.518, -0.185)
H (4.527, 0.837, -1.812)
H (4.694, -0.234, -0.407)
H (2.535, 2.760, -1.107)
H (0.985, 1.887, -1.167)
H (2.184, 1.658, -2.446)
C (2.157, -0.693, -1.199)
C (0.665, -0.813, -1.391)
H (2.523, -1.558, -0.609)
H (2.601, -0.835, -2.189)
O (-0.124, -0.590, -0.430)
N (0.140, -1.288, -2.544)
C (-1.255, -1.813, -2.524)
H (0.608, -1.171, -3.443)
C (-2.320, -0.777, -2.303)
C (-3.493, -1.094, -1.609)
H (-3.593, -2.094, -1.186)
C (-4.512, -0.146, -1.471)
H (-5.432, -0.389, -0.928)
C (-4.362, 1.125, -2.039)
H (-5.154, 1.871, -1.941)
C (-3.191, 1.434, -2.739)
H (-3.056, 2.413, -3.193)
C (-2.185, 0.478, -2.874)
H (-1.277, 0.691, -3.439)
H (-1.293, -2.552, -1.720)
H (-1.407, -2.332, -3.475)
I (1.600, -3.668, 2.334)

Properties
gap between HOMO and LUMO (alpha / beta)	6.92 / 7.83	eV
lowest unoccupied orbital energy (alpha / beta)	-0.711 / 0.088	eV
largest force on an atom	2.084	eV Å⁻¹
spin multiplicity	7